Formula: C19H16B2Cl5F4LuN6O7S2
Source: OMol25
Level of theory: ωB97M-V with the def2-TZVPD basis set

Cartesian coordinates (Å):
Lu 3.563 -16.612 -3.723
Cl 4.269 -24.626 -4.433
Cl 5.629 -22.468 -6.178
Cl 2.526 -23.828 -2.021
Cl 4.546 -19.400 -5.895
Cl 1.803 -20.841 -1.539
S 4.389 -16.359 -6.712
S 0.881 -16.434 1.121
F 5.412 -20.151 -0.651
F 3.378 -12.246 -4.488
F 6.224 -17.973 -0.398
F 2.927 -14.544 -4.536
O 2.002 -16.918 -5.130
O 3.031 -18.979 -3.473
O 3.911 -18.486 -0.840
O 3.389 -13.487 -2.453
O 5.800 -18.822 -2.546
O -0.567 -16.404 1.200
O 5.092 -13.811 -4.243
N 5.311 -15.139 -3.999
N 1.390 -17.084 -0.332
N 5.649 -17.582 -3.085
N 1.934 -17.302 -6.406
N 3.091 -14.790 -2.124
N 3.609 -17.239 -1.277
C 0.814 -17.982 -6.758
C 0.486 -17.782 -1.233
C 2.808 -15.061 -0.872
C 7.738 -14.612 -4.101
C 6.535 -15.482 -3.685
C 2.512 -14.096 0.194
C 3.348 -20.193 -3.671
C 6.705 -16.849 -3.158
C 0.621 -18.389 -8.083
C 2.640 -16.550 -0.702
C 4.174 -20.668 -4.783
C 4.551 -21.975 -4.936
C 1.628 -18.091 -9.039
C 2.955 -17.042 -7.269
C 2.786 -17.427 -8.620
C 4.010 -23.004 -4.114
C 2.824 -21.262 -2.833
C 8.092 -17.380 -2.862
C 3.180 -22.619 -3.023
B 5.357 -18.852 -1.081
B 3.668 -13.457 -3.931
H 2.795 -13.038 -0.076
H 3.017 -14.334 1.132
H -0.300 -17.084 -1.623
H 3.616 -17.153 -9.256
H 8.488 -14.470 -3.335
H 7.325 -13.650 -4.417
H 1.037 -18.205 -2.063
H 8.190 -15.150 -4.946
H 8.607 -16.706 -2.169
H 8.685 -17.514 -3.826
H -0.024 -18.570 -0.669
H 1.587 -18.437 -10.064
H 7.946 -18.360 -2.415
H 0.133 -18.139 -5.932
H -0.297 -18.911 -8.380
H 1.439 -14.064 0.381

Output
- energy relative to the best compared isomer or geometry (same formula, charge and spin) (kcal per mole) = 0.0
- 2S+1 = 2
- total charge = -1
- highest occupied orbital energy (alpha / beta) (Eh) = -0.17857 / -0.17853
- LUMO energy (alpha / beta) (eV) = 1.735 / 1.101
- frontier orbital gap (alpha / beta) (eV) = 6.6 / 6.0
- calculated total energy (eV) = -173370.567

Results of the Mulliken charge analysis, in e, for atoms 1 through 6: atom 1 (Lu): 1.605, atom 2 (Cl): -0.246, atom 3 (Cl): -0.229, atom 4 (Cl): -0.215, atom 5 (Cl): -0.114, atom 6 (Cl): -0.207